{
  "formula": "C20H42BBrN3NbO5P",
  "method": "ωB97M-V with the def2-TZVPD basis set",
  "lumo_ha": 0.0609,
  "charge": -1,
  "e_homo_ev": -4.1,
  "species": ["C", "C", "C", "Nb", "C", "C", "C", "C", "B", "O", "O", "C", "C", "C", "N", "C", "C", "P", "O", "Br", "H", "H", "H", "H", "H", "H", "H", "H", "H", "H", "H", "H", "H", "H", "H", "H", "H", "H", "H", "H", "C", "C", "C", "O", "C", "N", "H", "H", "H", "H", "H", "H", "H", "H", "H", "H", "H", "C", "C", "C", "O", "C", "N", "H", "H", "H", "H", "H", "H", "H", "H", "H", "H", "H"],
  "positions_angstrom": [[-5.03, -4.12, 0.52], [-3.84, -4.30, 0.64], [-2.40, -4.48, 0.94], [-1.02, -2.83, 0.05], [-1.87, -1.44, 1.65], [-0.88, -1.09, 2.79], [0.14, 0.03, 2.38], [-1.76, -0.45, 3.96], [0.10, -1.12, -1.05], [-0.26, 0.24, -1.04], [1.25, -1.46, -1.78], [0.76, -3.50, 1.28], [0.67, -4.61, 2.16], [1.79, -5.02, 2.89], [2.99, -4.47, 2.84], [3.07, -3.42, 2.04], [2.04, -2.89, 1.26], [-2.92, -2.24, -1.59], [-2.28, -2.55, -3.10], [-3.47, -0.04, -1.50], [-6.04, -3.79, 0.36], [-2.09, -5.44, 0.50], [-2.30, -4.51, 2.04], [-0.46, -4.02, -1.26], [-2.75, -1.94, 2.12], [-2.15, -0.49, 1.14], [-0.37, -1.94, 3.26], [1.12, -0.40, 2.13], [0.33, 0.73, 3.22], [-0.26, 0.64, 1.55], [-2.83, -0.50, 3.66], [-1.69, -1.01, 4.90], [-1.54, 0.62, 4.13], [-0.25, 0.51, -1.98], [1.85, -0.71, -1.66], [-0.25, -5.19, 2.30], [1.68, -5.90, 3.55], [4.05, -2.93, 1.97], [2.24, -2.02, 0.64], [-1.48, -3.10, -2.93], [1.19, 0.68, -4.99], [-0.01, -0.26, -4.91], [-0.61, -0.61, -6.28], [-1.40, 0.42, -6.86], [-0.67, 1.42, -7.55], [-1.01, 0.33, -4.02], [0.91, 1.71, -5.21], [1.72, 0.69, -4.03], [1.90, 0.34, -5.75], [0.33, -1.19, -4.46], [-1.28, -1.45, -6.15], [0.17, -0.93, -6.98], [0.21, 1.01, -8.05], [-0.38, 2.22, -6.87], [-1.33, 1.85, -8.30], [-1.77, -0.33, -3.89], [-1.45, 1.11, -4.52], [1.72, 6.51, 3.69], [2.51, 5.22, 3.91], [2.60, 4.33, 2.65], [1.42, 3.60, 2.36], [0.44, 4.32, 1.65], [1.93, 4.49, 5.04], [0.65, 6.33, 3.64], [1.90, 7.20, 4.51], [2.03, 7.00, 2.76], [3.53, 5.50, 4.17], [3.37, 3.58, 2.83], [2.92, 4.91, 1.77], [0.88, 5.03, 0.94], [-0.23, 4.85, 2.34], [-0.17, 3.60, 1.10], [2.51, 3.68, 5.25], [1.05, 4.09, 4.72]]
}


{
  "formula": "C51H51N2O34P",
  "method": "ωB97M-V with the def2-TZVPD basis set",
  "lumo_ha": -0.0757,
  "charge": 0,
  "smiles": "O=C1C=C(O)C(=O)C=C1O.O=C1C=C(O)C(=O)C=C1O.O=C1C=C(O)C(=O)C=C1O.O=C1C=C(O)C(=O)C=C1O.O=C1C=C(O)C(=O)C=C1O.O=C1C=C(O)C(=O)C=C1O.O=C1C=C(O)C(=O)C=C1O.COP(=O)(OC)OC.CN(C)C=O.CN(C)C=O",
  "e_homo_ev": -9.4,
  "species": ["O", "C", "C", "C", "O", "C", "O", "C", "C", "O", "H", "H", "H", "H", "O", "C", "C", "C", "O", "C", "O", "C", "C", "O", "H", "H", "H", "H", "O", "C", "C", "C", "O", "C", "O", "C", "C", "O", "H", "H", "H", "H", "O", "C", "C", "C", "O", "C", "O", "C", "C", "O", "H", "H", "H", "H", "O", "C", "C", "C", "O", "C", "O", "C", "C", "O", "H", "H", "H", "H", "O", "C", "C", "C", "O", "C", "O", "C", "C", "O", "H", "H", "H", "H", "O", "C", "C", "C", "O", "C", "O", "C", "C", "O", "H", "H", "H", "H", "C", "O", "P", "O", "O", "C", "O", "C", "H", "H", "H", "H", "H", "H", "H", "H", "H", "C", "N", "C", "C", "O", "H", "H", "H", "H", "H", "H", "H", "C", "N", "C", "C", "O", "H", "H", "H", "H", "H", "H", "H"],
  "positions_angstrom": [[30.37, -3.23, -38.13], [30.06, -3.40, -36.95], [28.74, -3.00, -36.42], [28.26, -3.30, -35.20], [26.99, -3.04, -34.82], [29.17, -3.90, -34.16], [28.86, -4.17, -33.03], [30.59, -4.13, -34.66], [30.90, -3.96, -35.92], [32.24, -4.13, -36.32], [28.06, -2.54, -37.12], [26.78, -3.16, -33.89], [31.32, -4.52, -33.97], [32.28, -3.85, -37.23], [21.20, -11.17, -35.42], [21.60, -10.18, -34.69], [21.76, -8.85, -35.34], [22.01, -7.66, -34.74], [21.90, -6.50, -35.47], [22.25, -7.62, -33.23], [22.34, -6.58, -32.49], [22.37, -8.95, -32.61], [22.04, -10.07, -33.29], [22.28, -11.31, -32.73], [21.85, -8.85, -36.42], [21.44, -5.81, -34.98], [22.73, -9.10, -31.60], [22.09, -11.98, -33.39], [26.73, -21.03, -31.09], [27.25, -20.83, -29.99], [28.51, -21.58, -29.53], [28.83, -21.61, -28.17], [29.94, -22.34, -27.90], [28.14, -20.90, -27.09], [28.25, -20.90, -25.88], [27.12, -19.90, -27.61], [26.72, -19.84, -28.95], [25.93, -18.79, -29.42], [29.04, -22.01, -30.37], [30.10, -22.28, -26.95], [26.61, -19.25, -26.90], [25.66, -18.95, -30.33], [35.27, -11.23, -40.37], [34.66, -11.55, -39.29], [33.58, -10.73, -38.63], [33.22, -10.97, -37.38], [32.31, -10.17, -36.81], [33.69, -12.06, -36.52], [33.43, -12.23, -35.37], [34.60, -12.97, -37.25], [35.10, -12.85, -38.54], [35.95, -13.65, -39.28], [33.23, -9.81, -39.07], [32.26, -10.39, -35.88], [34.87, -13.83, -36.66], [35.86, -13.54, -40.23], [31.89, -3.66, -25.92], [30.96, -3.57, -25.20], [29.83, -4.45, -25.18], [28.67, -4.31, -24.51], [27.67, -5.29, -24.72], [28.58, -3.28, -23.47], [27.56, -3.02, -22.87], [29.82, -2.46, -23.26], [30.87, -2.60, -24.06], [31.94, -1.78, -24.03], [29.72, -5.21, -25.94], [26.88, -5.00, -24.27], [29.92, -1.67, -22.54], [31.93, -1.42, -23.14], [31.47, -16.08, -25.81], [32.24, -15.49, -26.62], [31.97, -15.66, -28.06], [32.80, -15.10, -29.03], [32.69, -15.39, -30.39], [33.94, -14.09, -28.72], [34.54, -13.38, -29.53], [34.30, -14.22, -27.34], [33.52, -14.74, -26.36], [33.86, -14.61, -25.03], [31.22, -16.35, -28.40], [33.24, -14.72, -30.80], [35.26, -13.79, -27.10], [33.09, -14.84, -24.51], [26.55, -8.53, -37.23], [26.46, -8.94, -38.37], [25.91, -8.03, -39.40], [25.78, -8.37, -40.73], [25.17, -7.48, -41.56], [25.95, -9.75, -41.20], [25.52, -10.14, -42.21], [26.62, -10.58, -40.25], [26.80, -10.27, -38.92], [27.38, -11.10, -38.03], [25.68, -7.03, -39.07], [24.90, -7.94, -42.36], [27.12, -11.41, -40.71], [27.31, -10.85, -37.10], [22.32, -19.68, -35.33], [22.85, -18.84, -36.32], [23.89, -17.69, -35.76], [23.49, -17.16, -34.38], [25.36, -18.12, -36.04], [26.37, -17.24, -35.64], [23.66, -16.51, -36.89], [24.13, -16.74, -38.27], [21.69, -20.50, -35.68], [21.78, -19.05, -34.62], [23.08, -20.17, -34.72], [26.86, -16.89, -36.54], [27.10, -17.74, -35.01], [26.03, -16.29, -35.22], [25.09, -16.23, -38.36], [23.40, -16.37, -38.99], [24.34, -17.76, -38.58], [26.82, -10.10, -28.61], [27.18, -10.96, -29.71], [27.17, -12.44, -29.45], [27.56, -10.51, -30.93], [27.84, -11.28, -31.90], [27.42, -10.44, -27.76], [25.76, -10.00, -28.37], [27.28, -9.11, -28.69], [26.09, -12.60, -29.37], [27.55, -13.13, -30.20], [27.69, -12.82, -28.57], [27.55, -9.41, -30.99], [27.39, -13.56, -21.61], [27.59, -14.89, -21.11], [26.39, -15.64, -20.74], [28.77, -15.38, -20.82], [29.82, -14.71, -20.73], [26.41, -13.43, -22.07], [28.04, -13.23, -22.42], [27.58, -12.89, -20.77], [25.72, -15.81, -21.59], [26.55, -16.52, -20.11], [25.78, -15.20, -19.96], [28.81, -16.47, -20.65]]
}


{
  "formula": "H16NO6",
  "method": "ωB97M-V with the def2-TZVPD basis set",
  "lumo_ha": -0.1111,
  "e_above_lowest_kj_mol": 399.0,
  "charge": 1,
  "e_homo_ev": -14.4,
  "species": ["N", "H", "H", "H", "H", "O", "H", "H", "O", "H", "H", "O", "H", "H", "O", "H", "H", "O", "H", "H", "O", "H", "H"],
  "positions_angstrom": [[35.16, 49.74, 21.74], [34.40, 49.61, 21.22], [35.06, 49.91, 22.76], [35.65, 50.38, 21.44], [35.62, 48.74, 21.74], [37.11, 49.56, 18.37], [37.59, 48.70, 18.37], [36.32, 49.48, 18.69], [32.83, 51.80, 22.69], [32.81, 52.64, 23.05], [32.92, 52.05, 21.77], [36.23, 52.88, 20.38], [36.35, 53.89, 20.37], [37.12, 52.75, 20.29], [34.68, 48.45, 18.95], [34.04, 48.48, 18.32], [35.02, 47.65, 18.72], [37.90, 48.74, 22.62], [38.73, 49.02, 22.20], [38.24, 48.22, 23.39], [35.92, 51.32, 24.47], [35.61, 52.00, 25.07], [36.82, 51.62, 24.20]]
}


{
  "formula": "H25O13",
  "method": "ωB97M-V with the def2-TZVPD basis set",
  "lumo_ha": 0.0961,
  "e_above_lowest_kj_mol": 243.7,
  "charge": -1,
  "e_homo_ev": -6.9,
  "species": ["O", "H", "H", "O", "H", "H", "O", "H", "O", "H", "H", "O", "H", "H", "O", "H", "H", "O", "H", "H", "O", "H", "H", "O", "H", "H", "O", "H", "H", "O", "H", "H", "O", "H", "H", "O", "H", "H"],
  "positions_angstrom": [[1.69, -1.79, -0.62], [3.54, -0.18, 2.40], [0.22, -2.80, 1.56], [-3.72, -1.58, 1.16], [-3.74, -1.55, 0.20], [2.23, -0.33, 1.97], [1.89, 0.78, -1.82], [2.24, 1.44, -2.42], [3.46, 0.19, 0.05], [3.09, -0.67, 0.01], [3.10, 0.66, -0.78], [-3.33, 2.17, 1.00], [1.22, -1.41, 0.12], [-2.93, 2.93, 1.43], [-1.33, 2.36, 2.62], [-1.12, 1.57, 2.12], [-0.82, 3.05, 2.18], [2.68, -0.37, 2.83], [-2.07, -2.19, -1.55], [1.21, -1.12, -3.38], [0.18, -2.91, 2.51], [-3.24, 2.35, 0.06], [2.62, 1.69, 2.94], [0.61, -1.38, -4.09], [-3.09, -0.95, 1.51], [-2.00, -0.68, -3.15], [-0.37, 0.96, -1.01], [0.82, 1.00, -1.35], [-0.83, 1.76, -1.25], [1.98, 2.15, 3.50], [1.62, 2.67, 2.77], [0.16, -0.53, -4.20], [-1.57, 0.18, -3.21], [-2.90, -0.94, -1.63], [0.42, -3.81, 2.73], [-2.98, -1.90, -1.67], [-1.07, 0.33, -2.37], [2.10, -1.15, -1.19]]
}